9
Properties=species:S:1:pos:R:3:forces:R:3:mulliken_charge:R:1 method="wB97M-V/def2-TZVPD" e_lumo_ev="-0.996 / -0.996" homo_energy_ha="-0.337 / -0.337" multiplicity=1
O 2.2602 -0.2589 0.3149 -0.1989 -0.1662 0.4413 -0.5994
C 1.0543 -0.4012 0.3253 0.2550 -0.1642 -0.0409 0.3629
N 0.3510 -1.5589 0.5404 0.4131 0.2025 0.0572 -0.3944
O -0.9898 -1.2147 0.2690 -0.3986 0.3992 -0.1734 -0.0254
C -1.1768 -0.0307 -0.1407 0.2120 -0.2163 0.1268 0.0454
C 0.0887 0.6955 -0.1707 0.0839 -0.0550 -0.0346 -0.3440
H 0.5629 0.8286 -1.1450 -0.6669 0.2611 -0.4276 0.2164
H -2.2102 0.2631 -0.3046 0.1908 -0.0062 -0.0335 0.4063
H 0.0597 1.6773 0.3114 0.1096 -0.2548 0.0848 0.3322

***

9
Properties=species:S:1:pos:R:3:forces:R:3:mulliken_charge:R:1 method="wB97M-V/def2-TZVPD" e_lumo_ev=-1.964 homo_energy_ha=-0.409 multiplicity=1 smiles="N#CC(=O)C=O.[H][H]"
N 0.1357 2.1294 1.6111 0.1081 -0.7011 -0.8923 -0.2881
C 0.2477 1.4435 0.6862 -0.1013 0.7012 0.8248 0.2105
C 0.4189 0.5202 -0.4568 -0.0957 0.2325 -0.6360 0.4374
O 0.2097 0.8514 -1.5908 0.1842 -0.1213 0.6578 -0.4116
C 0.8709 -0.9010 -0.0653 0.1766 -0.5040 -0.3800 0.0272
O 1.1466 -1.7022 -0.9125 -0.1374 0.4299 0.5005 -0.3692
H 0.9146 -1.1129 1.0214 0.0060 0.0235 -0.1232 0.3550
H -1.9601 -0.6007 -0.5179 -0.0632 -0.0398 0.0636 0.0474
H -1.9841 -0.6277 0.2245 -0.0774 -0.0210 -0.0153 -0.0083

***

9
Properties=species:S:1:pos:R:3:forces:R:3:mulliken_charge:R:1 method="wB97M-V/def2-TZVPD" e_lumo_ev="0.455 / -1.928" homo_energy_ha="-0.213 / -0.382" multiplicity=3 s_squared=2.0219
C 0.8514 -0.1189 0.1749 -4.9738 0.7756 -0.4266 -0.3414
C 0.7803 1.2626 -0.0084 -1.3568 1.1781 0.6056 0.0918
C -1.5794 -0.6576 0.0033 0.4076 1.5863 0.5323 0.4782
N -0.3453 -0.8692 0.0094 2.0960 -1.4676 0.2373 -0.2703
O -2.7398 -0.5549 0.0840 -2.5703 0.0060 -0.1395 -0.4558
O -0.2610 1.9614 0.0477 1.8308 -1.2419 -0.2073 -0.4961
H 1.5723 -0.8019 0.0066 3.2896 -1.2828 -0.2051 0.4537
H 1.7595 1.6178 -0.2111 1.0468 1.4369 -0.2810 0.3213
H -0.0379 -1.8393 -0.1065 0.2302 -0.9905 -0.1156 0.2186

***

10
Properties=species:S:1:pos:R:3:forces:R:3:mulliken_charge:R:1 method="wB97M-V/def2-TZVPD" e_lumo_ev=-1.225 homo_energy_ha=-0.381 multiplicity=1 smiles="N#CCC=S(=O)=O"
N 1.6240 2.1518 1.0856 0.5055 1.0184 0.7396 -0.3531
C 0.9755 1.4548 0.4627 1.5171 -0.2775 -0.1618 0.2761
C 0.2550 0.4917 -0.2785 -3.1477 -0.3965 -0.9043 -0.3063
C -0.7342 -0.1488 0.7241 -0.6448 0.9560 0.3895 -0.3665
S -2.2197 0.5051 0.9148 -0.5085 -2.2811 0.0182 0.8793
O -2.8682 -0.0764 2.0620 -0.2161 0.7839 -0.1361 -0.5004
O -3.0029 1.1027 -0.1418 1.1575 0.1728 0.6033 -0.4897
H 0.7556 -0.3561 -0.7358 0.7972 0.4311 -0.0666 0.2773
H -0.2889 1.0937 -1.1061 0.5206 -1.3454 1.2063 0.2536
H -0.4683 -0.6898 1.6945 0.0192 0.9383 -1.6882 0.3296

***

10
Properties=species:S:1:pos:R:3:forces:R:3:mulliken_charge:R:1 method="wB97M-V/def2-TZVPD" e_lumo_ev=0.319 homo_energy_ha=-0.349 multiplicity=1
C -2.1234 1.2488 -0.0424 0.3184 1.0182 -0.0873 0.5863
C 1.5247 0.2429 0.3008 0.9024 -1.7266 -1.7057 -0.5969
C 0.9764 -0.5788 -0.5948 -2.1577 1.8807 2.8901 -0.2742
N -1.7093 0.1416 -0.0256 0.7155 -1.0806 0.7543 -0.2341
O -0.7472 -2.1270 0.6850 -0.1741 -0.8257 2.0277 -0.4914
O -2.5049 2.3440 -0.0380 -0.4201 0.3509 -0.0213 -0.4160
S -0.8194 -1.2162 -0.4099 1.4310 0.1321 -3.2142 0.4456
H 2.5622 0.4740 0.1699 0.5381 0.2264 -0.2589 0.2596
H 1.2243 0.4196 1.2692 -1.5955 0.9173 1.7461 0.3199
H 1.6167 -0.9489 -1.3143 0.4421 -0.8927 -2.1310 0.4012

***

10
Properties=species:S:1:pos:R:3:forces:R:3:mulliken_charge:R:1 method="wB97M-V/def2-TZVPD" e_lumo_ev=0.043 homo_energy_ha=-0.332 multiplicity=1
C -0.4369 -0.4080 -1.6673 0.4350 -0.6014 -3.2438 -0.0974
C 0.1123 1.2614 -0.1310 1.3233 -0.1872 0.6526 -0.3586
C -0.1141 -0.1010 0.6000 -1.0752 0.4714 0.8840 -0.0555
N -0.3704 -1.0441 -0.5069 -0.4912 -0.1755 2.2368 -0.0403
O 0.5542 -2.6512 1.3336 -0.1325 -1.0011 0.4344 -0.4715
O -0.2334 0.8559 -1.5356 -0.2618 1.3583 0.9880 -0.1721
S 0.9591 -1.6453 0.4025 -0.6427 2.0807 -0.1378 0.4389
H -0.5364 2.0084 0.3134 -0.7513 -0.1371 -0.4447 0.2486
H 1.0966 1.8699 -0.1877 -1.0865 -1.8560 0.1181 0.2328
H -1.0310 -0.1459 1.3790 2.6829 0.0478 -1.4877 0.2751

***

Sequential energy above the lowest of the compared OMol25 structures with the same formula, charge and spin output: 92.66, 76.38, 5.94, 94.94, 84.19, 135.21 kcal per mole